No. 1
The following is a DFT calculation (wB97M-V/def2-TZVPD) of an isolated ion of composition C10H15N2O2 and charge +1.

The lowest unoccupied orbital energy (spin up / spin down) is -0.237 / -0.245 Ha. As for the energy relative to the best compared isomer or geometry (same formula, charge and spin): 103.0 kcal per mole. The charge is +1. Its HOMO-LUMO gap (spin up / spin down) is 6.5 / 5.8 eV.

Each line ends with the Löwdin charge.
Element x y z (Å)
C (-2.06151, 0.57031, 0.70856)  0.121
C (-1.19915, -0.59683, 0.50487)  -0.215
C (-3.17399, 0.21773, -0.02751)  -0.280
C (0.78982, 0.17791, 1.84055)  -0.192
C (1.24033, -1.63884, -1.07033)  -0.134
C (0.94198, -2.00845, 0.43402)  -0.068
C (2.29908, -0.53194, -1.03475)  -0.214
C (0.14020, -0.84096, 0.91851)  0.007
C (-4.29269, 1.20507, -0.23496)  0.013
C (2.55720, 1.80828, -0.03277)  -0.070
N (-2.99386, -0.96128, -0.68644)  0.192
N (1.81549, 0.71460, -0.56575)  -0.089
O (1.94640, 0.06439, 2.13534)  0.073
O (-1.77041, -1.41915, -0.36317)  0.035
H (-1.85770, 1.43311, 1.32016)  0.128
H (0.11969, 1.01591, 2.16702)  0.142
H (1.53938, -2.65969, -1.54827)  0.170
H (0.44033, -1.21184, -1.61829)  0.096
H (0.35909, -2.95847, 0.31529)  0.162
H (1.80055, -2.05749, 0.96391)  0.081
H (3.21323, -0.95923, -0.44998)  0.176
H (2.50175, -0.59377, -2.16470)  0.156
H (-4.96660, 0.61945, -0.80255)  0.076
H (-4.75047, 1.41113, 0.78596)  0.131
H (-3.98807, 1.99657, -0.77220)  0.049
H (3.45349, 2.03645, -0.75439)  0.140
H (1.92235, 2.65602, 0.01485)  0.083
H (3.04724, 1.48008, 0.92093)  0.099
H (0.92684, 1.03092, -0.90394)  0.131

Cartesian forces (eV/Å) of the 2 atoms listed first:
2.546 -3.522 0.056
0.334 2.881 0.962



No. 2
The following is a DFT calculation (wB97M-V/def2-TZVPD) of a 2-piece molecular cluster, C2H2O4P overall.

The lowest unoccupied orbital energy is 0.148 Ha. As for the energy relative to the best compared isomer or geometry (same formula, charge and spin): 73.9 kcal per mole. The charge is -1. Its HOMO-LUMO gap is 8.3 eV.

Each line ends with the Löwdin charge.
Element x y z (Å)
C (2.04397, 0.09279, -0.07858)  -0.722
C (0.52727, -0.39559, -0.30109)  -0.063
O (2.25258, -0.36406, 1.03287)  0.045
O (2.64287, 0.67338, -0.93991)  0.047
O (-0.05253, -1.39387, -0.20489)  0.097
O (-0.69777, 1.12575, 0.21220)  -0.648
P (-2.12242, 0.63010, 0.48272)  0.532
H (-2.64736, 0.39703, -0.83085)  -0.148
H (-1.94661, -0.76554, 0.62753)  -0.140

Cartesian forces (eV/Å) of the 2 atoms listed first:
0.221 -0.172 0.363
-1.974 -0.258 0.969



No. 3
The following is a DFT calculation (wB97M-V/def2-TZVPD) of C7H4NiO5 as an isolated structure.

The lowest unoccupied orbital energy (spin up / spin down) is -0.343 / -0.504 Ha. As for the spin multiplicity: 3. The charge is +2. Its HOMO-LUMO gap (spin up / spin down) is 8.5 / 4.7 eV.

Each line ends with the Löwdin charge.
Element x y z (Å)
Ni (-0.12705, 0.75296, 0.91263)  0.034
C (0.22538, 1.26036, 2.61460)  -0.015
O (0.31338, 1.50377, 3.72896)  0.265
C (-0.06350, 1.94099, -0.65633)  0.007
O (-0.08401, 2.50550, -1.66098)  0.221
C (-1.81583, 0.26556, 0.19809)  -0.054
O (-2.78404, -0.31016, -0.10554)  0.225
C (1.58934, 0.29292, 0.44144)  -0.019
O (2.49648, -0.06833, -0.19436)  0.206
C (0.06145, -2.12968, -2.39902)  0.241
H (0.99416, -2.65050, -2.18612)  0.131
H (-0.86158, -2.68538, -2.35127)  0.125
C (0.07041, -0.85999, -2.85116)  0.205
H (-0.85318, -0.32649, -3.13594)  0.132
H (1.01470, -0.28775, -2.97135)  0.132
O (-1.24018, -1.77414, 1.97338)  0.261
C (-0.65073, -0.86823, 1.55927)  -0.097

Cartesian forces (eV/Å) of the 2 atoms listed first:
-0.298 0.150 -1.578
-0.253 2.828 5.629



No. 4
The following is a DFT calculation (wB97M-V/def2-TZVPD) of one molecule with the formula C4H8N2.

The lowest unoccupied orbital energy is 0.036 Ha. As for the energy relative to the best compared isomer or geometry (same formula, charge and spin): 19.6 kcal per mole. The structure (SMILES) is [H]/N=C(\N)CC=C. Its HOMO-LUMO gap is 10.7 eV.

Each line ends with the Löwdin charge.
Element x y z (Å)
H (3.13585, -0.26069, -0.44367)  0.069
N (2.30575, -0.87712, -0.22960)  0.114
C (1.30264, -0.15810, -0.00110)  -0.497
N (1.20500, 1.29297, 0.07910)  0.097
C (-0.01148, -0.72888, 0.53239)  -0.179
C (-1.18994, -0.51656, -0.38650)  -0.200
C (-2.32688, 0.10671, -0.07906)  -0.002
H (1.87738, 1.78227, -0.48682)  0.073
H (0.26137, 1.64492, -0.02780)  0.069
H (-0.19948, -0.34066, 1.56412)  0.124
H (0.17414, -1.81786, 0.67837)  0.119
H (-0.93643, -0.99668, -1.30083)  0.092
H (-3.21240, 0.23247, -0.75790)  0.071
H (-2.38552, 0.63723, 0.85931)  0.050

Cartesian forces (eV/Å) of the 2 atoms listed first:
-0.936 -0.870 0.096
1.475 0.824 -0.504



Largest force on an atom per entry: 5.53 3.13 7.45 3.38 eV/Å